Entry from the Open Molecules 2025 dataset: a cluster of 2 separate species, C16H17N in total (wB97M-V/def2-TZVPD).

Geometry as ORCA input:
```
! RIJCOSX wB97M-V def2-TZVPD def2/J DEFGRID3
* xyz 0 1
C 3.641 1.408 0.029
C 2.512 0.850 -0.790
C 1.858 1.535 -1.763
N 0.889 0.752 -2.334
C 0.976 -0.516 -1.815
C 0.073 -1.580 -1.853
C 0.338 -2.717 -1.130
C 1.422 -2.734 -0.234
C 2.165 -1.598 0.004
C 2.000 -0.494 -0.843
H 4.250 2.104 -0.555
H 4.426 0.668 0.214
H 3.214 1.825 0.907
H 2.118 2.517 -2.129
H 0.253 1.018 -3.061
H -0.741 -1.535 -2.572
H -0.258 -3.606 -1.146
H 1.636 -3.595 0.366
H 2.959 -1.638 0.740
C -3.450 0.051 -0.591
C -2.562 0.246 0.611
C -2.738 -0.474 1.776
C -2.045 -0.081 2.922
C -1.211 1.017 2.930
C -0.968 1.667 1.716
C -1.653 1.304 0.578
H -2.803 -0.435 -1.329
H -3.837 0.982 -1.011
H -4.355 -0.534 -0.429
H -3.314 -1.383 1.839
H -2.156 -0.738 3.779
H -0.894 1.508 3.840
H -0.146 2.360 1.694
H -1.599 1.846 -0.359
*
```

Maximum force in eV/A: 1.8
Energy relative to the best compared isomer or geometry (same formula, charge and spin) in kJ/mol: 74.1
E_HOMO in eV: -7.78
Electronic energy in eV: -18357.5739
Frontier orbital gap in eV: 8.60
Structure (SMILES): Cc1c[nH]c2ccccc12.Cc1ccccc1

---

Entry from the Open Molecules 2025 dataset: a cluster of 2 separate species, C16H17N in total (wB97M-V/def2-TZVPD).

Geometry as ORCA input:
```
! RIJCOSX wB97M-V def2-TZVPD def2/J DEFGRID3
* xyz 0 1
C 0.227 1.513 -1.921
C -0.338 2.498 -1.002
C -1.113 3.561 -1.449
N -1.361 4.381 -0.379
C -0.699 3.921 0.802
C -1.052 4.187 2.192
C -0.242 3.626 3.134
C 0.755 2.569 2.706
C 0.647 2.128 1.495
C -0.070 2.732 0.413
H 0.139 0.544 -1.467
H 1.233 1.699 -2.210
H -0.668 1.245 -2.708
H -1.578 3.605 -2.429
H -1.632 5.361 -0.406
H -1.968 4.703 2.448
H -0.194 3.916 4.146
H 1.339 2.390 3.700
H 1.276 1.423 1.013
C 1.386 -3.391 -2.509
C 0.791 -3.731 -1.189
C -0.485 -4.343 -1.193
C -1.126 -4.534 0.114
C -0.608 -4.098 1.327
C 0.636 -3.447 1.306
C 1.273 -3.244 0.065
H 0.714 -3.275 -3.368
H 2.248 -4.071 -2.799
H 2.127 -2.461 -2.370
H -1.291 -4.338 -1.947
H -2.153 -4.985 0.129
H -1.391 -4.256 2.121
H 0.970 -3.103 2.231
H 2.210 -2.723 0.006
*
```

Maximum force in eV/A: 7.9
Energy relative to the best compared isomer or geometry (same formula, charge and spin) in kJ/mol: 377.6
E_HOMO in eV: -7.84
Electronic energy in eV: -18354.4286
Frontier orbital gap in eV: 8.68
Structure (SMILES): Cc1c[nH]c2ccccc12.Cc1ccccc1

---

Entry from the Open Molecules 2025 dataset: a cluster of 2 separate species, C16H17N in total (wB97M-V/def2-TZVPD).

Geometry as ORCA input:
```
! RIJCOSX wB97M-V def2-TZVPD def2/J DEFGRID3
* xyz 0 1
C 1.222 0.135 -3.379
C 1.735 -0.956 -2.497
C 2.650 -1.909 -2.816
N 2.913 -2.704 -1.712
C 2.296 -2.133 -0.621
C 2.305 -2.612 0.690
C 1.531 -1.954 1.616
C 0.861 -0.771 1.223
C 0.784 -0.389 -0.081
C 1.545 -1.046 -1.075
H 1.270 0.044 -4.457
H 1.752 1.050 -3.104
H 0.168 0.308 -3.142
H 3.123 -2.214 -3.737
H 3.725 -3.294 -1.656
H 2.997 -3.403 0.952
H 1.274 -2.376 2.578
H 0.352 -0.212 1.998
H 0.246 0.506 -0.375
C -3.356 -0.261 1.224
C -2.627 1.053 1.249
C -2.228 1.673 0.060
C -1.450 2.819 0.152
C -1.106 3.359 1.379
C -1.416 2.714 2.566
C -2.110 1.511 2.451
H -3.098 -0.874 2.093
H -3.222 -0.855 0.325
H -4.408 -0.129 1.410
H -2.532 1.212 -0.870
H -1.154 3.367 -0.730
H -0.554 4.292 1.373
H -1.166 3.088 3.548
H -2.325 0.961 3.363
*
```

Maximum force in eV/A: 1.8
Energy relative to the best compared isomer or geometry (same formula, charge and spin) in kJ/mol: 52.9
E_HOMO in eV: -7.77
Electronic energy in eV: -18357.7940
Frontier orbital gap in eV: 8.72
Structure (SMILES): Cc1c[nH]c2ccccc12.Cc1ccccc1

---

Entry from the Open Molecules 2025 dataset: the molecule C16H17N3O2 (wB97M-V/def2-TZVPD).

Geometry as ORCA input:
```
! RIJCOSX wB97M-V def2-TZVPD def2/J DEFGRID3
* xyz 0 1
N 0.016 0.191 -1.109
C -0.029 -1.081 -0.400
C -0.945 -1.095 0.842
C -2.377 -0.937 0.460
C -3.249 -1.933 0.131
N -4.462 -1.405 -0.225
C -4.397 -0.046 -0.132
C -5.359 0.923 -0.387
C -5.002 2.241 -0.205
C -3.719 2.592 0.227
C -2.762 1.637 0.482
C -3.090 0.292 0.298
C 1.390 -1.510 -0.004
O 1.622 -2.269 0.913
N 2.335 -0.996 -0.813
C 3.752 -1.196 -0.590
C 4.407 0.046 -0.079
C 4.405 0.623 1.157
C 5.153 1.820 1.037
C 5.550 1.882 -0.262
O 5.100 0.817 -0.947
H -0.903 0.408 -1.481
H 0.253 0.933 -0.456
H -0.395 -1.836 -1.109
H -0.788 -2.042 1.360
H -0.640 -0.286 1.512
H -3.091 -2.995 0.130
H -5.272 -1.935 -0.494
H -6.351 0.650 -0.715
H -5.724 3.021 -0.394
H -3.482 3.637 0.363
H -1.779 1.923 0.825
H 2.027 -0.324 -1.503
H 4.232 -1.499 -1.525
H 3.834 -1.996 0.150
H 3.934 0.236 2.037
H 5.366 2.528 1.811
H 6.134 2.601 -0.801
*
```

Maximum force in eV/A: 0.9
Energy relative to the best compared isomer or geometry (same formula, charge and spin) in kJ/mol: 103.6
E_HOMO in eV: -7.94
Electronic energy in eV: -25433.6143
Frontier orbital gap in eV: 8.73
Structure (SMILES): N[C@H](Cc1c[nH]c2ccccc12)C(=O)NCc1ccco1

---

Entry from the Open Molecules 2025 dataset: the molecule C16H17N3O6S (wB97M-V/def2-TZVPD).

Geometry as ORCA input:
```
! RIJCOSX wB97M-V def2-TZVPD def2/J DEFGRID3
* xyz 0 1
C 0.181 0.894 2.641
C -0.025 -0.473 2.013
O -0.935 -0.325 0.922
C -1.508 -1.427 0.445
N -1.170 -2.604 0.946
C -1.714 -3.700 0.439
C -2.604 -3.695 -0.619
C -2.961 -2.468 -1.159
C -2.438 -1.305 -0.616
C -2.733 0.013 -1.219
O -2.780 0.207 -2.413
O -2.884 0.975 -0.303
C -2.844 2.327 -0.747
C -1.407 2.842 -0.566
O -1.136 3.815 0.092
N -0.508 2.040 -1.202
C 0.836 1.866 -0.871
C 1.601 2.857 -0.258
C 2.910 2.592 0.113
C 3.467 1.341 -0.104
C 2.698 0.375 -0.719
S 3.311 -1.284 -0.912
N 2.737 -1.967 0.524
O 4.743 -1.293 -0.865
O 2.632 -1.928 -1.997
C 1.404 0.617 -1.117
H 0.606 1.584 1.917
H 0.856 0.807 3.486
H -0.769 1.297 2.983
H -0.450 -1.180 2.733
H 0.919 -0.883 1.636
H -1.403 -4.622 0.912
H -3.005 -4.614 -1.011
H -3.647 -2.396 -1.989
H -3.154 2.390 -1.796
H -3.519 2.900 -0.110
H -0.883 1.293 -1.772
H 1.158 3.820 -0.062
H 3.493 3.368 0.584
H 4.478 1.104 0.182
H 2.102 -2.728 0.342
H 3.495 -2.263 1.119
H 0.850 -0.172 -1.601
*
```

Maximum force in eV/A: 0.9
Energy relative to the best compared isomer or geometry (same formula, charge and spin) in kJ/mol: 6.2
E_HOMO in eV: -9.09
Electronic energy in eV: -44458.8928
Frontier orbital gap in eV: 9.21
Structure (SMILES): CCOc1ncccc1C(=O)OCC(=O)Nc1cccc(S(N)(=O)=O)c1

---

Entry from the Open Molecules 2025 dataset: the molecule C16H17NO5 (wB97M-V/def2-TZVPD).

Geometry as ORCA input:
```
! RIJCOSX wB97M-V def2-TZVPD def2/J DEFGRID3
* xyz 0 1
C 0.528 2.418 2.779
C 1.115 1.992 1.486
O 1.755 2.908 0.734
C 2.189 2.283 -0.386
C 1.827 0.972 -0.379
C 1.113 0.770 0.850
C 0.500 -0.449 1.394
O 0.256 -0.610 2.577
N 0.241 -1.418 0.472
C -0.443 -2.639 0.841
C -1.892 -2.595 0.475
C -2.947 -1.961 1.056
C -4.075 -2.238 0.231
C -5.459 -1.800 0.408
O -6.368 -2.067 -0.338
O -5.626 -1.053 1.509
C -3.603 -3.022 -0.792
O -2.295 -3.234 -0.653
C 2.217 0.037 -1.479
C 3.358 0.660 -2.289
C 3.031 2.102 -2.676
C 2.974 2.993 -1.432
H 1.284 2.911 3.388
H 0.154 1.542 3.300
H -0.285 3.124 2.614
H 0.298 -1.192 -0.507
H 0.031 -3.489 0.343
H -0.337 -2.728 1.926
H -2.935 -1.376 1.952
H -6.556 -0.788 1.589
H -4.106 -3.460 -1.630
H 1.364 -0.138 -2.145
H 2.533 -0.925 -1.069
H 4.271 0.649 -1.690
H 3.535 0.065 -3.186
H 2.065 2.125 -3.183
H 3.784 2.484 -3.366
H 3.986 3.188 -1.062
H 2.518 3.958 -1.661
*
```

Maximum force in eV/A: 1.2
Energy relative to the best compared isomer or geometry (same formula, charge and spin) in kJ/mol: 97.2
E_HOMO in eV: -8.27
Electronic energy in eV: -28596.1403
Frontier orbital gap in eV: 8.86
Structure (SMILES): Cc1oc2c(c1C(=O)NCc1cc(C(=O)O)co1)CCCC2

---

- Among the records above, which one has the lowest E_HOMO?
  C16H17N3O6S

---

- What is the E_HOMO in the fourth record?
  -7.94 eV

---

- Which formula does entry 6 have?
  C16H17NO5

---

Copy entry 1 word for word.
Entry from the Open Molecules 2025 dataset: a cluster of 2 separate species, C16H17N in total (wB97M-V/def2-TZVPD).

Geometry as ORCA input:
```
! RIJCOSX wB97M-V def2-TZVPD def2/J DEFGRID3
* xyz 0 1
C 3.641 1.408 0.029
C 2.512 0.850 -0.790
C 1.858 1.535 -1.763
N 0.889 0.752 -2.334
C 0.976 -0.516 -1.815
C 0.073 -1.580 -1.853
C 0.338 -2.717 -1.130
C 1.422 -2.734 -0.234
C 2.165 -1.598 0.004
C 2.000 -0.494 -0.843
H 4.250 2.104 -0.555
H 4.426 0.668 0.214
H 3.214 1.825 0.907
H 2.118 2.517 -2.129
H 0.253 1.018 -3.061
H -0.741 -1.535 -2.572
H -0.258 -3.606 -1.146
H 1.636 -3.595 0.366
H 2.959 -1.638 0.740
C -3.450 0.051 -0.591
C -2.562 0.246 0.611
C -2.738 -0.474 1.776
C -2.045 -0.081 2.922
C -1.211 1.017 2.930
C -0.968 1.667 1.716
C -1.653 1.304 0.578
H -2.803 -0.435 -1.329
H -3.837 0.982 -1.011
H -4.355 -0.534 -0.429
H -3.314 -1.383 1.839
H -2.156 -0.738 3.779
H -0.894 1.508 3.840
H -0.146 2.360 1.694
H -1.599 1.846 -0.359
*
```

Maximum force in eV/A: 1.8
Energy relative to the best compared isomer or geometry (same formula, charge and spin) in kJ/mol: 74.1
E_HOMO in eV: -7.78
Electronic energy in eV: -18357.5739
Frontier orbital gap in eV: 8.60
Structure (SMILES): Cc1c[nH]c2ccccc12.Cc1ccccc1